Entry from OMol25: a 2-piece molecular cluster, C3H9S2 overall (ωB97M-V/def2-TZVPD).

Atoms and positions in Å:
1 C 0.70285 1.90118 -1.73919
2 S 1.89016 1.13574 -2.95830
3 H 1.24518 2.14295 -0.85899
4 H 0.21616 2.73568 -2.16974
5 H -0.10658 1.17784 -1.44172
6 C -0.19001 -0.85157 1.98098
7 C -1.29748 -1.46899 1.12198
8 S -0.91440 -1.51185 -0.69651
9 H 0.11528 -0.04705 1.34458
10 H 0.50875 -1.56361 2.11217
11 H -0.49348 -0.52734 2.99018
12 H -1.82221 -2.48247 1.19374
13 H -1.98242 -0.70034 1.18756
14 H 2.12820 0.05984 -2.06674

As for the maximum force: 3.78 eV/Å. As for the orbital gap: 5.71 eV. The value obtained for the LUMO energy is 3.365 eV. As for the charge: -1. The energy above the lowest of the compared OMol25 structures with the same formula, charge and spin comes out at 155.8 kJ/mol. The value obtained for the HOMO energy is -2.35 eV.

Entry from OMol25: a 11-piece molecular cluster, C92H196N10O12 overall (ωB97M-V/def2-TZVPD).

Atoms and positions in Å:
1 C 2.92173 -4.61233 -3.11876
2 C 1.57845 -4.02645 -3.56471
3 O 1.05908 -3.40582 -2.40619
4 O 3.83284 -3.53551 -2.76267
5 H 3.36217 -5.10989 -4.01002
6 H 2.83316 -5.26587 -2.21066
7 H 0.88998 -4.78204 -3.94311
8 H 1.68172 -3.27157 -4.39855
9 H 0.12312 -3.66548 -2.28367
10 H 3.34442 -3.06359 -2.08388
11 C 0.86712 6.39806 -0.11960
12 C -0.01317 6.53327 1.11471
13 C -1.50990 6.36091 0.64788
14 C -2.55096 5.97661 1.74519
15 C -1.97740 4.77102 2.53171
16 C -0.61429 5.05857 3.12573
17 N 0.27417 5.33208 1.96577
18 O 1.65570 5.40504 2.44054
19 C -0.67071 6.08696 4.18071
20 C -0.07129 3.68200 3.73265
21 C 0.13002 7.94793 1.77125
22 H 1.93457 6.73917 0.07952
23 H 0.53954 7.04549 -0.98534
24 H 0.81791 5.38354 -0.54428
25 H -1.79952 7.34394 0.22526
26 H -1.62843 5.64940 -0.17271
27 H -3.57834 5.84012 1.40673
28 H -2.66391 6.75745 2.44181
29 H -1.99128 4.00263 1.80165
30 H -2.79140 4.44536 3.25181
31 H -1.07353 7.01938 3.77846
32 H -1.24757 5.74884 4.97634
33 H 0.37599 6.26941 4.57564
34 H 0.83696 3.78407 4.32731
35 H -0.72586 3.22465 4.43661
36 H 0.05548 2.99810 2.93011
37 H -0.83744 8.24478 2.23489
38 H 0.30838 8.74235 1.04238
39 H 0.93748 8.05784 2.50902
40 H 2.12895 4.73248 1.91748
41 C -2.27958 -6.01608 0.36787
42 C -1.01353 -5.52002 -0.45842
43 C -0.40164 -6.59263 -1.29629
44 C -1.25828 -7.13073 -2.46196
45 C -1.76554 -6.07028 -3.34774
46 C -2.31434 -4.87639 -2.59502
47 N -1.37525 -4.49582 -1.50266
48 O -2.00265 -3.33846 -0.83547
49 C -2.29365 -3.66593 -3.51078
50 C -3.76249 -5.06235 -2.07004
51 C 0.07278 -4.96107 0.43723
52 H -1.94829 -6.47324 1.35921
53 H -2.81992 -6.73459 -0.20790
54 H -2.88837 -5.21311 0.69208
55 H 0.49703 -6.10725 -1.78185
56 H 0.01122 -7.38359 -0.64798
57 H -2.13348 -7.65532 -2.05082
58 H -0.62637 -7.85032 -3.01605
59 H -2.56509 -6.45248 -4.03776
60 H -1.01461 -5.69579 -4.11181
61 H -1.25277 -3.42852 -3.66741
62 H -2.86568 -3.87267 -4.37721
63 H -2.86328 -2.86456 -2.94170
64 H -4.35954 -5.13827 -2.92279
65 H -3.82000 -5.98518 -1.53222
66 H -4.05749 -4.24672 -1.35165
67 H 0.91393 -4.57270 -0.19142
68 H 0.54716 -5.63370 1.13257
69 H -0.21618 -4.09872 1.01883
70 H -1.18050 -2.88558 -0.60377
71 C -3.23576 -3.79853 3.49069
72 C -3.21418 -2.26864 3.51877
73 C -4.63875 -1.91251 3.99477
74 C -4.79485 -0.47577 4.55021
75 C -3.65494 -0.21836 5.55312
76 C -2.26868 -0.47080 4.96060
77 N -2.15937 -1.84174 4.54126
78 O -0.84539 -2.14033 3.95378
79 C -2.05089 0.58889 3.86537
80 C -1.13690 -0.24447 6.05163
81 C -3.09669 -1.80356 2.03747
82 H -3.99975 -4.14921 2.82257
83 H -3.40270 -4.21214 4.54551
84 H -2.25811 -4.18262 3.06164
85 H -5.29377 -2.13594 3.15610
86 H -4.81115 -2.60648 4.80085
87 H -5.77983 -0.29206 4.97533
88 H -4.83765 0.28328 3.79102
89 H -3.77738 -0.94884 6.36000
90 H -3.58703 0.79415 6.07765
91 H -2.42696 0.29785 2.87738
92 H -2.56604 1.53650 4.04320
93 H -0.96490 0.81622 3.70616
94 H -1.32493 0.72577 6.51878
95 H -1.03018 -1.06382 6.77091
96 H -0.18573 -0.11415 5.54113
97 H -2.09968 -1.73950 1.69823
98 H -3.63495 -0.85569 1.79100
99 H -3.62773 -2.56712 1.41288
100 H -0.63872 -1.41097 3.32111
101 C -4.96306 -4.09781 -6.97982
102 C -5.08727 -2.55341 -6.62576
103 C -3.75633 -2.10609 -6.12883
104 C -3.52455 -0.58942 -6.17016
105 C -3.78476 -0.06967 -7.53640
106 C -5.17933 -0.43861 -8.17800
107 N -5.39536 -1.90382 -7.93513
108 O -6.67324 -2.24922 -8.40838
109 C -6.21868 0.44416 -7.46810
110 C -5.04578 -0.31593 -9.69635
111 C -6.20871 -2.24806 -5.52448
112 H -4.85239 -4.53466 -6.06217
113 H -4.22641 -4.31468 -7.70609
114 H -5.92015 -4.56682 -7.26922
115 H -3.71338 -2.31993 -5.09062
116 H -2.95494 -2.63515 -6.64951
117 H -2.46115 -0.34786 -5.93220
118 H -4.12121 0.01531 -5.40795
119 H -2.97982 -0.47860 -8.15460
120 H -3.56792 0.98490 -7.60648
121 H -7.19961 0.11769 -7.75947
122 H -6.16808 0.30881 -6.39175
123 H -5.99836 1.53761 -7.73842
124 H -4.27904 -0.98643 -10.12347
125 H -5.85128 -0.73777 -10.35063
126 H -4.72925 0.74316 -9.99249
127 H -6.04513 -1.27940 -4.97147
128 H -6.34394 -2.99181 -4.74975
129 H -7.25387 -2.16331 -6.00557
130 H -7.30403 -1.93733 -7.75033
131 C 4.90755 2.27140 -2.01964
132 C 4.96068 3.81372 -2.08326
133 C 6.44857 4.14822 -1.76567
134 C 7.39412 3.91808 -2.98341
135 C 6.81844 4.65365 -4.18110
136 C 5.37000 4.23386 -4.53207
137 N 4.54122 4.41792 -3.34430
138 O 3.21818 4.05671 -3.61134
139 C 4.84234 5.25028 -5.56840
140 C 5.46564 2.81119 -5.18781
141 C 4.03142 4.43561 -0.93398
142 H 5.25155 2.00747 -1.00962
143 H 5.55918 1.74725 -2.73929
144 H 3.91607 1.85307 -2.19718
145 H 6.61538 5.20226 -1.47207
146 H 6.87142 3.72652 -0.88059
147 H 7.41124 2.79826 -3.13584
148 H 8.46183 4.14872 -2.73440
149 H 7.43540 4.53942 -5.07865
150 H 6.79496 5.74402 -4.01046
151 H 4.70669 6.22183 -5.12587
152 H 5.38529 5.30434 -6.50978
153 H 3.89997 4.85902 -5.74256
154 H 4.48156 2.29327 -5.32987
155 H 6.06581 2.98891 -6.05920
156 H 5.97073 2.15155 -4.48878
157 H 4.29027 4.10734 0.07351
158 H 2.99164 4.13359 -1.09277
159 H 4.21174 5.52682 -0.92797
160 H 3.24573 3.18081 -4.00145
161 C -5.11413 3.11418 -4.37420
162 C -5.31780 2.71158 -2.90583
163 C -6.83078 2.62705 -2.74092
164 C -7.42161 1.77813 -1.50404
165 C -6.67446 0.42252 -1.37347
166 C -5.15805 0.47927 -1.62917
167 N -4.88592 1.30373 -2.83154
168 O -3.46541 1.34318 -3.08638
169 C -4.36948 0.99549 -0.39343
170 C -4.73845 -0.99937 -1.91296
171 C -4.63998 3.61216 -1.92122
172 H -4.02066 3.35546 -4.55428
173 H -5.69772 4.00222 -4.63117
174 H -5.46630 2.28865 -5.01729
175 H -7.28683 3.65138 -2.66206
176 H -7.15496 2.11186 -3.67097
177 H -8.45500 1.71911 -1.70569
178 H -7.35464 2.45888 -0.71309
179 H -7.03983 -0.28074 -2.10422
180 H -6.87504 0.02632 -0.40799
181 H -4.39898 0.16559 0.30304
182 H -3.30857 1.16309 -0.68836
183 H -4.78436 1.82098 0.19128
184 H -5.26940 -1.57460 -1.17408
185 H -4.88502 -1.31992 -2.94928
186 H -3.69206 -1.20365 -1.61542
187 H -5.02943 4.64654 -1.88893
188 H -3.59378 3.62730 -2.12046
189 H -4.69410 3.19051 -0.90089
190 H -3.34067 0.95483 -3.98919
191 C 3.04587 1.31776 6.10690
192 C 2.90388 1.70286 7.62174
193 C 4.00062 1.09133 8.51811
194 C 5.32802 1.81564 8.54367
195 C 5.13176 3.32665 8.82170
196 C 4.10946 3.98390 7.89372
197 N 2.89223 3.10768 7.94020
198 O 1.86350 3.81413 7.22050
199 C 3.73174 5.38310 8.54076
200 C 4.68358 4.19805 6.52731
201 C 1.60677 1.03099 8.10552
202 H 2.10511 0.92039 5.73062
203 H 3.70117 0.42876 5.98538
204 H 3.37453 2.03556 5.36156
205 H 3.55177 1.12500 9.50073
206 H 4.19756 0.05588 8.37588
207 H 5.93090 1.56254 7.65619
208 H 5.91295 1.50114 9.39002
209 H 6.07407 3.87438 8.78765
210 H 4.76957 3.47390 9.86017
211 H 3.36352 6.09710 7.78496
212 H 2.97204 5.24065 9.33360
213 H 4.62103 5.74538 9.01645
214 H 5.44624 4.95350 6.53115
215 H 5.13511 3.31220 6.06618
216 H 3.85911 4.38807 5.84196
217 H 1.58308 -0.04706 7.73674
218 H 0.71674 1.47355 7.67120
219 H 1.43989 1.14375 9.22604
220 H 1.20378 4.11956 7.85944
221 C 1.96855 1.17152 -5.08966
222 C 1.35353 -0.22478 -5.31873
223 C 0.51540 -0.15516 -6.67351
224 C 1.33581 -0.09173 -7.92987
225 C 2.21684 -1.45026 -7.92736
226 C 3.14542 -1.52513 -6.71406
227 N 2.32831 -1.40246 -5.45913
228 O 3.21786 -1.25328 -4.34728
229 C 3.76474 -2.91292 -6.65516
230 C 4.33116 -0.48907 -6.79735
231 C 0.50031 -0.50049 -4.07347
232 H 2.52010 1.30227 -4.21090
233 H 1.08637 1.81472 -5.08066
234 H 2.63164 1.48831 -5.88392
235 H -0.20758 -0.97904 -6.70788
236 H -0.10312 0.71312 -6.59183
237 H 2.04870 0.69180 -8.00182
238 H 0.66911 -0.17688 -8.85147
239 H 2.86608 -1.53833 -8.77931
240 H 1.53986 -2.31680 -7.96194
241 H 4.41731 -3.10993 -7.47972
242 H 4.44488 -2.98156 -5.83130
243 H 3.04750 -3.68188 -6.47928
244 H 5.08291 -0.88679 -7.46206
245 H 3.99157 0.40162 -7.28662
246 H 4.65116 -0.36070 -5.78306
247 H 1.21870 -1.01234 -3.38361
248 H -0.22938 -1.27476 -4.21597
249 H 0.08568 0.44280 -3.58490
250 H 3.46357 -2.18566 -4.09076
251 C 3.52568 -2.75190 7.17922
252 C 3.13163 -4.06053 6.32437
253 C 3.39782 -5.44397 7.00833
254 C 2.47948 -5.85910 8.11593
255 C 0.97552 -5.82809 7.74471
256 C 0.68381 -4.46168 7.02597
257 N 1.71583 -4.15280 5.93986
258 O 1.43108 -2.90184 5.36667
259 C -0.65289 -4.57007 6.27867
260 C 0.39441 -3.40474 8.11078
261 C 4.00503 -4.01745 4.96947
262 H 2.94528 -2.64192 8.14989
263 H 3.31530 -1.92913 6.55163
264 H 4.64774 -2.74341 7.29766
265 H 3.40266 -6.20316 6.21215
266 H 4.41746 -5.36305 7.40968
267 H 2.64173 -5.25993 9.02702
268 H 2.74878 -6.90736 8.37063
269 H 0.44841 -5.92186 8.71728
270 H 0.69409 -6.60208 7.04363
271 H -0.67620 -5.32884 5.53885
272 H -1.53404 -4.76467 7.01745
273 H -0.90916 -3.60046 5.91829
274 H 0.45289 -2.34970 7.78558
275 H -0.63397 -3.45301 8.49043
276 H 1.09406 -3.32914 8.92712
277 H 4.06497 -3.04249 4.54354
278 H 3.46658 -4.60253 4.22353
279 H 5.01422 -4.43471 5.11808
280 H 0.70176 -3.05751 4.73199
281 C -0.39155 1.03505 0.85701
282 C 0.80076 1.07956 -0.12200
283 C 1.78331 2.13957 0.37040
284 C 2.57832 1.71599 1.58350
285 C 3.32317 0.42665 1.27468
286 C 2.36034 -0.73817 0.85288
287 N 1.58421 -0.25410 -0.22542
288 O 0.62654 -1.25921 -0.53627
289 C 3.18995 -1.95483 0.31760
290 C 1.52259 -1.22755 2.05878
291 C 0.39614 1.45275 -1.49303
292 H -1.23801 0.34828 0.67387
293 H -0.85299 2.02492 0.81873
294 H -0.06477 0.94364 1.90729
295 H 2.48216 2.21189 -0.39526
296 H 1.12429 2.98537 0.58084
297 H 1.89790 1.52959 2.47712
298 H 3.18364 2.59478 1.80145
299 H 3.85132 0.09486 2.15943
300 H 4.01209 0.58926 0.37316
301 H 3.66242 -2.51705 1.14709
302 H 2.41502 -2.54580 -0.18516
303 H 4.01801 -1.70276 -0.34626
304 H 0.71568 -1.86275 1.77546
305 H 2.18811 -1.78106 2.72734
306 H 1.20126 -0.39589 2.64954
307 H -0.09505 2.40703 -1.53645
308 H -0.24170 0.70486 -1.92684
309 H 1.29129 1.46851 -2.17573
310 H 0.96888 -1.65175 -1.35915

As for the maximum force: 3.98 eV/Å. As for the orbital gap: 8.55 eV. The value obtained for the LUMO energy is 0.433 eV. As for the SMILES: CC1(C)CCCC(C)(C)N1O.CC1(C)CCCC(C)(C)N1O.CC1(C)CCCC(C)(C)N1O.CC1(C)CCCC(C)(C)N1O.CC1(C)CCCC(C)(C)N1O.CC1(C)CCCC(C)(C)N1O.CC1(C)CCCC(C)(C)N1O.CC1(C)CCCC(C)(C)N1O.CC1(C)CCCC(C)(C)N1O.CC1(C)CCCC(C)(C)N1O.OCCO. The value obtained for the HOMO energy is -8.12 eV.

Copy entry 1 word for word.
Entry from OMol25: a 2-piece molecular cluster, C3H9S2 overall (ωB97M-V/def2-TZVPD).

Atoms and positions in Å:
1 C 0.70285 1.90118 -1.73919
2 S 1.89016 1.13574 -2.95830
3 H 1.24518 2.14295 -0.85899
4 H 0.21616 2.73568 -2.16974
5 H -0.10658 1.17784 -1.44172
6 C -0.19001 -0.85157 1.98098
7 C -1.29748 -1.46899 1.12198
8 S -0.91440 -1.51185 -0.69651
9 H 0.11528 -0.04705 1.34458
10 H 0.50875 -1.56361 2.11217
11 H -0.49348 -0.52734 2.99018
12 H -1.82221 -2.48247 1.19374
13 H -1.98242 -0.70034 1.18756
14 H 2.12820 0.05984 -2.06674

As for the maximum force: 3.78 eV/Å. As for the orbital gap: 5.71 eV. The value obtained for the LUMO energy is 3.365 eV. As for the charge: -1. The energy above the lowest of the compared OMol25 structures with the same formula, charge and spin comes out at 155.8 kJ/mol. The value obtained for the HOMO energy is -2.35 eV.

> Among the records above, which one has the highest maximum force?

C92H196N10O12